146
Properties=species:S:1:pos:R:3:forces:R:3:mulliken_charge:R:1 method="wB97M-V/def2-TZVPD" smiles="COCCNCCOC.COCCNCCOC.COCCNCCOC.COCCNCCOC.NC(N)=O.NC(N)=O.NC(N)=O.NC(N)=O.CO.CO.CO" lumo_ev=0.6
C 10.997 20.735 -2.155 0.8 1.3 0.9 -0.7346
O 9.908 21.064 -1.310 -2.2 1.3 -1.2 -0.3266
C 8.961 22.016 -1.957 0.7 1.0 -0.3 -0.7791
C 7.939 22.590 -1.004 0.6 -1.8 2.2 -0.6844
N 8.583 23.435 0.032 0.1 1.2 -2.3 0.0740
C 7.763 23.724 1.188 0.3 -0.9 1.1 -1.3046
C 8.523 24.549 2.266 1.3 -1.6 0.5 1.3661
O 8.798 23.732 3.421 -1.1 0.2 1.4 -0.5531
C 9.444 24.550 4.439 0.0 -1.2 -0.6 0.1058
H 10.777 20.477 -3.191 -0.4 -0.4 0.2 0.3424
H 11.621 20.024 -1.613 -0.4 -0.5 -0.3 0.2858
H 11.629 21.623 -2.164 0.3 0.3 -0.5 0.2225
H 8.515 21.658 -2.885 -0.2 -0.9 0.3 0.5822
H 9.354 22.967 -2.317 1.7 -0.1 -0.1 0.2833
H 7.682 21.690 -0.446 -1.3 -0.3 0.1 0.3889
H 7.074 23.046 -1.487 0.2 0.0 0.0 0.3965
H 9.405 22.898 0.268 0.1 0.2 0.6 -0.1079
H 7.503 22.734 1.563 0.0 -0.1 1.1 0.4187
H 6.756 24.094 0.997 0.3 0.7 -0.7 0.5158
H 8.101 25.500 2.590 -0.4 0.0 -0.3 -0.1872
H 9.573 24.703 2.017 -0.3 0.8 -1.3 -0.6376
H 10.505 24.580 4.190 0.0 1.0 -0.3 -0.1816
H 9.476 24.079 5.421 -0.7 -0.4 -0.1 0.1985
H 8.910 25.496 4.531 0.5 0.2 -0.1 0.0743
C 15.951 21.981 0.264 -0.1 -0.6 -1.1 -1.0156
O 15.338 23.234 0.266 0.4 0.9 0.7 0.0151
C 14.928 23.782 -0.961 -0.3 -0.8 -0.3 -0.9112
C 14.107 24.997 -0.694 -0.9 1.2 -0.1 0.7495
N 13.843 25.675 -1.954 -1.0 0.8 -0.9 -0.5173
C 13.161 27.019 -1.907 0.3 -0.9 0.7 -1.0067
C 11.711 27.125 -1.379 1.9 -0.5 -0.3 -0.5782
O 11.684 27.244 0.048 0.1 0.7 -1.5 0.0573
C 10.497 26.805 0.609 -0.7 -2.4 1.2 -1.0458
H 16.767 21.901 -0.454 0.3 0.3 -0.2 0.3645
H 15.210 21.253 -0.067 -0.1 -0.5 0.3 0.3431
H 16.383 21.704 1.225 -0.5 0.4 0.2 0.2247
H 14.294 23.099 -1.528 -0.3 -0.5 0.1 0.2684
H 15.707 23.985 -1.696 0.8 0.2 0.4 0.4762
H 14.547 25.686 0.026 0.3 -0.1 0.4 0.1285
H 13.127 24.698 -0.321 0.0 -0.1 0.4 -0.4302
H 14.714 25.903 -2.411 0.3 -0.3 -0.1 0.2946
H 13.094 27.372 -2.936 0.3 0.0 0.0 0.4370
H 13.834 27.661 -1.338 -0.3 0.6 0.1 0.3991
H 11.218 26.230 -1.760 -0.5 -0.1 0.4 0.3491
H 11.332 28.008 -1.893 -0.6 0.2 0.4 0.3383
H 10.441 27.001 1.680 0.0 1.0 -0.1 0.1749
H 10.535 25.718 0.678 0.1 -0.4 -0.4 0.2733
H 9.552 26.935 0.082 0.1 1.0 -0.2 0.3870
C 11.704 22.067 1.633 0.7 0.4 1.2 0.2524
O 12.528 21.900 2.796 0.7 -1.2 -1.0 -0.5330
C 12.931 23.018 3.537 -1.3 0.2 1.8 0.2271
C 14.401 22.934 4.040 -0.4 0.0 -1.2 -0.6438
N 14.898 23.888 5.050 -1.6 0.9 -1.8 -0.4876
C 14.963 25.266 4.380 2.0 -1.7 1.1 0.0772
C 16.285 25.286 3.443 -2.6 1.9 -0.3 -0.2999
O 17.353 24.754 4.132 1.9 -0.9 0.1 -0.4335
C 18.312 24.145 3.244 -0.7 -0.2 -0.7 -0.6792
H 12.327 22.357 0.787 -0.1 -0.2 -0.3 0.0896
H 10.978 22.859 1.810 -0.3 0.0 0.0 -0.1894
H 11.187 21.114 1.517 0.1 0.2 -0.4 0.3385
H 12.274 22.926 4.401 0.0 0.6 0.7 0.1530
H 12.600 23.925 3.030 0.6 0.4 -0.2 -0.1039
H 14.925 23.118 3.102 0.7 -0.7 -0.1 0.1065
H 14.541 21.933 4.447 0.1 -0.1 -0.4 0.4303
H 15.886 23.685 5.103 0.2 -0.4 0.6 0.4378
H 15.135 25.829 5.297 0.1 1.0 -0.5 0.1913
H 13.999 25.517 3.936 0.4 0.2 -0.3 -0.1209
H 16.506 26.309 3.140 0.0 0.6 0.4 0.4950
H 16.108 24.882 2.446 -0.2 -1.1 0.2 -0.0335
H 17.899 23.191 2.917 0.1 -0.3 0.1 0.1966
H 19.333 24.010 3.601 -0.4 0.1 0.9 0.3231
H 18.451 24.692 2.312 -0.3 0.6 0.0 0.3123
C 15.465 33.555 12.298 -0.4 -0.1 0.4 -0.8092
O 15.293 33.338 10.913 1.4 0.4 0.5 -0.3029
C 16.195 32.321 10.443 -2.2 -0.2 -1.8 -0.4967
C 16.074 32.417 8.856 -0.2 -0.9 1.2 -0.9055
N 14.774 31.941 8.302 0.0 1.4 2.6 -0.2879
C 14.538 30.494 8.263 1.5 0.7 -1.6 -0.9881
C 13.181 29.998 8.628 0.2 -0.8 -0.8 -0.2070
O 13.032 29.716 9.997 -1.0 0.2 -0.1 -0.3894
C 11.830 28.942 10.272 1.6 -0.2 0.7 -0.5614
H 16.471 33.883 12.561 0.1 0.3 -0.2 0.3124
H 15.286 32.658 12.891 -0.1 -0.5 -0.1 0.3196
H 14.726 34.271 12.657 0.1 0.2 -0.3 0.2513
H 15.709 31.422 10.819 0.3 -0.7 -0.3 0.2796
H 17.226 32.275 10.794 0.1 0.9 0.2 0.5188
H 16.901 31.845 8.436 -0.1 0.0 -0.3 0.4613
H 16.161 33.463 8.563 0.2 0.0 0.2 0.3305
H 14.097 32.219 8.999 -0.2 1.0 0.2 0.2652
H 15.332 29.912 8.732 0.0 -0.1 0.2 0.2928
H 14.671 30.528 7.181 -0.3 -2.2 -0.4 0.4424
H 13.142 29.057 8.079 -0.4 -0.4 -0.1 0.1728
H 12.434 30.634 8.153 -0.4 0.3 0.4 0.3701
H 12.141 28.380 11.152 -0.4 0.0 0.2 0.3080
H 11.654 28.190 9.504 -0.2 0.3 -0.3 0.1348
H 10.956 29.541 10.527 0.0 0.2 -0.4 0.2766
C 11.324 25.064 7.720 -0.7 1.5 -3.1 0.2846
O 10.284 25.603 7.907 -4.3 3.6 -0.4 -0.5837
N 12.099 25.167 6.627 0.0 0.9 -0.8 0.0225
N 11.726 24.271 8.591 4.3 -5.5 4.4 -0.2680
H 11.833 25.952 6.051 0.3 -0.3 -0.9 -0.0719
H 12.776 24.458 6.383 0.2 0.5 -0.3 0.0793
H 12.562 23.801 8.275 0.1 -0.5 1.3 0.1045
H 11.276 24.090 9.478 0.1 0.1 -0.6 0.2676
C 11.595 28.409 4.647 -3.1 -1.2 -0.3 0.2798
O 11.365 27.242 4.419 -1.2 -2.6 -1.3 -0.0122
N 12.652 28.779 5.203 5.6 1.1 2.3 0.3867
N 10.769 29.433 4.528 -2.1 0.4 -1.2 0.1657
H 12.594 29.743 5.500 1.8 -0.1 0.6 -0.0293
H 13.364 28.065 5.242 0.4 0.8 0.5 0.1331
H 11.173 30.307 4.834 -1.2 0.6 -0.2 0.1023
H 9.805 29.198 4.340 0.6 1.1 0.0 -0.1366
C 12.784 32.597 5.299 1.9 3.7 1.2 0.4620
O 12.264 31.629 5.682 -1.8 -7.2 3.2 -0.8204
N 12.305 33.177 4.297 -2.8 3.1 -6.8 -0.3905
N 13.701 33.322 5.891 2.3 0.3 1.8 -0.3307
H 12.654 34.074 3.992 -0.3 -0.5 -0.4 0.1563
H 11.725 32.598 3.707 -0.2 0.6 -0.3 0.2137
H 14.065 32.884 6.726 0.7 0.5 0.7 0.4171
H 13.892 34.268 5.594 0.2 -0.5 0.4 0.1663
C 8.192 28.679 8.562 -2.1 0.3 0.3 0.5805
O 7.795 29.751 8.971 0.2 0.9 1.1 -0.7401
N 7.849 27.486 8.982 -1.9 -2.6 3.4 -0.3349
N 8.838 28.490 7.469 3.5 1.6 -5.3 0.1208
H 7.317 27.465 9.840 0.1 -0.5 -0.2 0.2182
H 8.127 26.644 8.498 0.1 0.1 0.6 0.1874
H 8.992 29.308 6.897 0.2 -0.2 0.0 0.1216
H 8.943 27.598 7.005 0.3 0.2 0.5 -0.1377
C 10.453 30.444 0.322 -1.4 -2.4 1.2 -0.1578
O 10.584 30.623 1.709 1.1 2.4 1.2 -0.3748
H 9.392 30.201 0.269 -0.3 0.2 -1.3 0.3003
H 10.717 31.283 -0.323 0.3 -0.1 0.5 0.3142
H 10.953 29.489 0.163 0.5 0.3 -1.3 -0.2461
H 10.436 29.835 2.238 -0.1 -0.3 -0.3 0.2097
C 7.864 28.292 4.442 -2.1 -1.1 0.7 -0.3419
O 8.195 29.353 3.603 0.3 0.3 -1.0 -0.6476
H 7.338 27.521 3.880 0.2 -0.4 -0.2 0.4690
H 8.660 27.784 4.986 0.3 0.6 -0.3 -0.6291
H 7.094 28.711 5.090 0.2 -0.5 0.9 0.4327
H 7.330 29.520 3.222 0.3 0.7 -0.5 0.3727
C 13.603 29.360 1.969 -1.2 -0.3 -1.3 -0.3523
O 13.750 28.009 1.583 1.8 -0.5 1.0 -0.3612
H 14.532 29.799 2.335 0.0 -0.4 0.2 0.3142
H 13.317 29.908 1.071 0.1 0.5 -0.1 0.2395
H 12.756 29.473 2.645 0.4 0.2 0.4 0.0126
H 13.037 27.636 1.058 -0.6 0.6 -0.1 0.4043